30
Properties=species:S:1:pos:R:3:forces:R:3 method="wB97M-V/def2-TZVPD" orbital_gap_ev=5.37 homo_ev=-3.83 total_charge=-1 largest_force_ev_per_a=0.9 energy_ev=-250859.67963 de_lowest_kcal_mol=9.04 lumo_energy_ha=0.057
Pd -0.302465 -0.078919 2.856451 -0.3663 0.5598 -0.5983
Se 0.260935 0.972530 5.177433 -0.1585 -0.2416 -0.1304
Se -1.227531 -0.777816 4.902615 -0.0137 0.2594 0.3771
Te 0.628147 -2.439030 4.237671 0.1232 -0.6430 0.0562
Se -0.624746 -4.461253 3.652955 0.1031 0.1234 0.0422
C -3.486998 -2.014384 2.496931 0.0823 0.0016 0.0610
Te -2.361395 -0.679070 1.265573 0.2337 -0.0167 0.1655
C -1.455869 -2.269430 0.190333 -0.0511 -0.0751 0.0600
H -4.252771 -2.505034 1.899057 0.0038 0.0150 -0.0352
H -3.957332 -1.426610 3.284231 -0.0124 -0.0182 -0.0036
H -2.814962 -2.754551 2.933050 -0.0373 0.0035 -0.0134
H -0.957015 -2.914022 0.912344 0.0061 0.0172 -0.0239
H -0.757757 -1.824464 -0.510148 0.0314 -0.0034 -0.0159
H -2.226126 -2.818908 -0.347014 -0.0060 0.0220 -0.0033
O -1.006311 -0.223185 -2.883136 0.0009 -0.0203 -0.0377
S -0.762486 1.023372 -2.210309 0.0540 0.0142 -0.0366
O -1.666938 2.109706 -2.457217 -0.0412 0.0356 -0.0040
N -0.585509 0.758195 -0.603248 -0.0454 -0.0388 0.1099
C 0.628049 0.999530 -0.193664 0.1979 0.1220 -0.1168
S 1.250017 0.811663 1.357265 0.0082 -0.0918 0.2840
C 1.563051 1.494839 -1.263424 -0.1659 -0.0445 -0.0929
C 2.897522 1.856510 -1.173450 -0.0581 -0.0013 -0.0359
C 3.538862 2.274946 -2.331700 0.0059 -0.0013 0.0275
C 2.864261 2.329474 -3.548961 0.0485 0.0165 -0.0185
C 1.527185 1.966581 -3.638704 0.0100 -0.0048 0.0236
C 0.907086 1.553178 -2.477310 0.0690 0.0207 -0.0432
H 3.411346 1.809270 -0.223349 0.0131 -0.0029 0.0067
H 4.581432 2.563297 -2.289951 0.0016 0.0002 0.0010
H 3.392953 2.658337 -4.434640 -0.0129 0.0002 -0.0073
H 0.995364 2.005249 -4.579683 -0.0240 -0.0075 0.0021

26
Properties=species:S:1:pos:R:3:forces:R:3 method="wB97M-V/def2-TZVPD" orbital_gap_ev=2.74 homo_ev=-2.28 total_charge=-1 largest_force_ev_per_a=0.9 energy_ev=-32054.59333 de_lowest_kcal_mol=89.60 lumo_energy_ha=0.017
N -1.046528 -1.018494 -1.307072 -0.5428 -0.1973 -0.6131
C 0.224243 -1.428815 -1.712424 0.4264 -0.0237 0.6665
O 0.923004 -2.266043 -1.213592 -0.3663 -0.4838 -0.6026
C 0.788384 -0.610098 -2.884267 0.1791 0.3801 0.0908
C -0.310645 0.047409 -3.705986 -0.2580 -0.0509 -0.0477
S 0.176187 1.785902 -3.928287 0.2263 -0.0465 -0.0728
H -1.557987 -1.793628 -0.902419 0.2876 0.1325 0.5042
H -0.865269 -0.261256 -0.596417 0.3122 -0.2041 0.3206
H 1.465613 -1.213769 -3.484401 -0.0804 -0.0799 0.0336
H 1.405547 0.155101 -2.392522 -0.0040 -0.1271 0.1308
H -0.495193 -0.374182 -4.693585 0.2539 0.0864 -0.0568
H -1.244599 0.045982 -3.139204 0.0955 -0.0314 0.0927
H -0.953807 2.324194 -4.415053 -0.1406 0.1332 0.1597
H 0.003006 2.168766 -2.643908 -0.1064 0.0850 0.1486
C -0.264691 1.395094 3.790666 0.0057 0.1389 -0.0266
C -0.041179 1.492210 2.407971 -0.0209 -0.1592 0.0923
C 0.352358 0.184625 1.663812 -0.1889 0.5469 0.1260
O 0.470042 0.281300 0.396973 -0.0720 0.0507 -0.7465
C 0.540718 -0.977172 2.374526 0.0760 -0.1388 -0.2342
C 0.332405 -1.083091 3.787184 -0.0392 0.1654 0.0536
C -0.151960 0.203892 4.538978 -0.0007 -0.1826 0.1036
O -0.407200 0.103012 5.747307 0.0561 -0.0003 -0.0848
O 0.501678 -2.119728 4.424180 0.0040 -0.0188 -0.0266
O -0.147625 2.531465 1.724202 -0.0409 0.0491 -0.0322
H -0.556883 2.284948 4.340610 -0.0224 0.0354 -0.0921
H 0.860382 -1.857623 1.822729 -0.0393 -0.0592 0.1129

23
Properties=species:S:1:pos:R:3:forces:R:3 method="wB97M-V/def2-TZVPD" orbital_gap_ev="7.55 / 7.32" homo_ev="-7.73 / -7.95" total_charge=0 largest_force_ev_per_a=3.6 energy_ev=-26468.45611 de_lowest_kcal_mol=77.90 lumo_energy_ha="-0.007 / -0.023"
C -1.944522 -0.523359 1.458785 3.0607 0.4510 0.1868
C -2.329351 0.643928 1.092757 -1.3547 1.6697 -0.7342
C -0.555047 1.204783 -1.650836 0.0314 -1.0255 -1.1039
C 0.018227 -1.768088 -1.675091 1.0663 1.7498 -0.2474
C -0.464332 -0.630088 1.402111 0.7056 -2.5494 -1.9123
C -1.301128 1.493314 0.525225 2.4186 2.3260 0.2631
C -0.040879 0.632293 0.668142 2.8460 0.4167 0.3518
C 0.442466 0.519224 -0.775249 0.0779 -1.3421 -0.2282
C 3.051275 -0.402007 -0.164521 -1.4111 2.2625 0.7061
O -0.637686 1.190391 -2.860895 0.4280 0.2202 0.8997
O 0.850805 -2.249726 -2.345829 -0.4533 0.2142 0.6617
O -1.517286 1.750780 -0.900297 -0.4741 0.1866 1.2014
S 2.100699 0.744244 -1.264856 -0.0765 0.0507 0.1677
H -2.460067 -1.305904 1.810545 -2.3061 -2.5056 1.2916
H -3.300070 0.990608 1.089016 -2.1385 0.5161 -0.0020
H -1.057662 -1.930780 -1.673274 -0.5836 -0.3744 -0.0179
H -0.012374 -0.748334 2.431659 -0.2618 -0.2235 -1.3545
H -0.241890 -1.507128 0.598202 0.0890 1.3448 2.5043
H -1.065180 2.502326 1.014881 -1.0391 -1.2098 -0.6513
H 0.850943 1.038066 1.283281 -1.6326 0.1380 -0.9798
H 3.905733 -0.520797 -0.770277 1.1062 -0.8022 -0.3601
H 2.372995 -1.238508 -0.097827 0.4477 -0.6030 0.3974
H 3.334331 0.114761 0.804349 -0.5458 -0.9110 -1.0402

23
Properties=species:S:1:pos:R:3:forces:R:3 method="wB97M-V/def2-TZVPD" orbital_gap_ev=8.70 homo_ev=-8.95 total_charge=0 largest_force_ev_per_a=7.3 energy_ev=-17675.81751 de_lowest_kcal_mol=228.20 lumo_energy_ha=-0.009
C -0.140387 -0.098804 -2.703502 -1.8148 4.5507 -5.4640
C 0.073313 -0.556362 -0.514624 -1.1822 -4.1120 3.5652
C -0.199009 -1.787089 0.101984 0.5814 -2.6751 -0.6641
C -0.705254 -1.851553 1.385256 -1.7520 1.9346 2.4221
C -1.053379 -0.689864 2.211127 1.1370 -0.6580 -2.6262
C -0.820333 0.558739 1.529729 2.5414 -1.4621 -0.2479
C -1.196917 1.735460 2.270686 -3.0214 3.6393 1.5730
C 0.001117 0.509298 0.259479 -3.0008 2.7236 1.1649
C 1.994967 1.325470 -0.340387 2.0127 0.6182 -0.0718
H -1.566837 0.130387 -2.632420 4.5556 -1.4312 0.2474
H 0.255369 1.099980 -2.790039 -1.3084 -3.3018 -0.1413
H 0.176184 -0.668068 -3.794460 -1.2500 1.5956 3.2866
H 0.496423 -2.435203 -1.579523 -0.8598 -1.9144 3.1710
H -1.239857 -2.575563 1.961872 0.8229 -2.1019 -0.8476
H -1.462474 -0.964822 3.287093 0.6909 1.4761 -2.6570
H -1.391282 2.915820 1.758615 1.2253 -3.3239 0.9043
H 2.538241 2.122786 -1.301303 -1.5236 -2.4559 3.6484
H 2.495341 0.062660 -0.564797 -1.8996 4.1292 0.6957
H 2.080448 1.592581 0.894841 0.9956 -0.5324 -3.7049
O 0.591742 -0.655214 -1.705036 0.7881 -0.9724 -1.6634
O 0.208603 -2.925129 -0.651460 -0.3586 3.3358 -1.5781
O -1.687605 1.616385 3.407416 1.3721 0.4717 -2.0992
O 0.551585 1.538105 -0.490547 1.2485 0.4663 1.0869

21
Properties=species:S:1:pos:R:3:forces:R:3 method="wB97M-V/def2-TZVPD" orbital_gap_ev=9.23 homo_ev=-8.54 total_charge=0 smiles="Sc1ccccc1.O=C1CC1" largest_force_ev_per_a=4.2 energy_ev=-22374.67346 de_lowest_kcal_mol=44.11 lumo_energy_ha=0.025
C 3.124054 -1.488445 -0.012418 -0.2905 -2.1847 1.6652
C 2.888085 -0.570965 0.972246 -0.3177 1.9769 0.6650
C 2.136889 -1.634447 -0.991568 -0.4700 1.8329 -0.8868
C 1.905902 0.435768 0.826002 1.5416 -0.5127 -0.1687
C 1.085934 -0.678694 -1.163861 3.0760 -0.2579 2.8248
C 1.077357 0.416257 -0.291945 -0.6285 -0.0130 0.5122
C -3.164213 -0.025644 0.717795 -3.4902 -0.6087 -0.4586
C -3.021419 -1.021400 -0.630686 0.6269 2.4853 0.8071
C -2.157187 -0.975397 0.541533 -0.2355 -2.3243 -0.4159
O -1.257656 -1.566912 1.011602 1.7709 -0.4990 1.0436
S -0.202620 1.636192 -0.604092 0.4860 -0.1260 0.1836
H 3.845862 -2.290031 0.371749 -0.8172 0.9803 -1.7223
H 3.514009 -0.521655 1.878825 -0.2847 -0.1143 -0.5994
H 2.291899 -2.303454 -1.794549 -0.1534 -1.1874 -0.4316
H 2.025521 1.221987 1.565281 -0.8698 0.1885 -0.2216
H 0.247079 -0.771203 -1.756524 -1.1341 -0.5469 -1.8857
H -2.954954 0.993086 0.591623 0.1872 1.2732 -0.1979
H -4.126538 -0.274645 1.281043 1.7621 0.2983 -0.5129
H -3.795683 -1.678082 -0.874946 -0.9796 -1.1754 0.3215
H -2.635190 -0.539410 -1.498225 0.3075 0.5414 -0.5259
H 0.284338 2.573724 0.220375 -0.0870 -0.0265 0.0044

24
Properties=species:S:1:pos:R:3:forces:R:3 method="wB97M-V/def2-TZVPD" orbital_gap_ev=3.49 homo_ev=-0.50 total_charge=-1 largest_force_ev_per_a=6.4 energy_ev=-21691.53223 lumo_energy_ha=0.110
C 1.207377 0.474987 -1.703435 1.1336 1.2933 0.8118
C 1.966382 -0.568924 -1.086781 0.3473 0.8769 0.2257
C 2.243848 -0.207557 0.253644 -0.0065 0.8053 -0.7600
C 1.640726 1.078385 0.517931 1.2017 0.1467 -1.2099
C 1.063649 1.544904 -0.736185 1.4809 -0.5483 -1.1142
Al -0.290586 0.246373 0.175478 -1.7240 -3.2660 -0.4268
C -0.473115 -1.845583 0.727680 2.1376 -0.5927 4.4409
C -0.960275 -1.503772 -0.519053 -1.9655 3.5408 -4.9433
C -1.582759 -1.842654 -1.648894 0.3078 -0.8442 0.7914
N -1.708954 1.385483 0.094745 -0.7905 0.9892 0.6436
H 2.883397 -0.745148 0.958855 -0.6166 -0.0040 -0.2326
H 2.348447 -1.446335 -1.611361 -0.4867 0.1170 0.3749
H 1.891987 1.748833 1.339086 -0.3315 -0.3943 -0.0596
H 0.720180 2.566690 -0.941673 -0.1187 -0.7907 0.2161
H 0.916909 0.550834 -2.761080 -0.1073 -0.2769 0.7868
H 0.470085 -2.409935 0.856657 -0.4601 -0.1769 -0.1443
H -2.201457 1.503103 -0.799861 0.3293 -0.2571 0.8128
H -1.173962 -2.012736 1.563630 -0.0316 -0.2747 -0.4518
H -1.795035 -2.882763 -1.921183 -0.3356 -0.4446 -0.1688
H -1.955554 -1.085729 -2.348149 0.3438 -0.2097 0.0060
O -2.023077 1.693897 3.395195 0.5406 -0.4975 -0.4123
C -1.130198 1.081571 2.961781 1.3728 -0.7686 -0.0984
O -0.198388 0.458676 2.564809 -2.2114 1.6998 1.3678
H -1.859628 2.217402 0.668165 -0.0094 -0.1228 -0.4559

23
Properties=species:S:1:pos:R:3:forces:R:3 method="wB97M-V/def2-TZVPD" orbital_gap_ev=9.01 homo_ev=-8.56 total_charge=0 largest_force_ev_per_a=4.5 energy_ev=-14283.03899 de_lowest_kcal_mol=36.46 lumo_energy_ha=0.016
B 1.283274 -0.655780 1.743483 -1.7558 -0.1238 -2.7869
C -0.670650 1.881191 -1.926868 0.1580 2.0405 -1.5070
C 0.273123 2.770845 -1.390312 0.5569 -0.3193 -1.0099
C -0.893742 0.667669 -1.334277 0.5865 1.3163 -0.8107
C 1.017515 2.275275 -0.334219 1.8983 1.8208 0.0327
C -0.159868 0.219303 -0.306060 1.6193 -0.3297 1.6363
C 0.880141 1.011747 0.156201 -0.9883 0.3441 1.9095
C -0.309519 -1.094080 0.318916 2.4467 0.0306 3.7620
C -1.580539 -1.242726 1.183174 0.9972 1.0340 -0.1192
C -0.035097 -2.243716 -0.576322 0.9089 -0.2396 -0.4544
O 1.551110 0.633107 1.341747 -0.1869 -0.0273 -1.1054
O 1.996199 -1.220796 2.736608 0.0828 0.8111 1.1615
H -1.147359 2.114586 -2.904128 0.1176 -0.0989 0.9652
H 0.671088 3.725170 -1.868184 -1.2205 -1.3237 0.5973
H -1.492939 0.000323 -1.813893 -2.1061 -1.7002 -1.1563
H 1.836386 2.929048 0.002608 -0.3963 -0.5019 0.2747
H -1.490342 -0.606671 2.071530 -0.1072 -0.1571 -0.0971
H -1.786841 -2.252305 1.512962 -0.0369 -0.2218 -0.1565
H -2.372195 -0.805430 0.603646 -0.9527 -0.2052 -0.2453
H 0.966656 -2.244361 -1.087636 -0.5538 -0.2717 1.1990
H -0.655683 -2.234293 -1.440699 -1.2159 0.1007 -0.7667
H -0.325645 -3.102592 0.009477 0.6861 -0.8305 -0.2724
H 2.444928 -0.525513 3.302246 -0.5380 -1.1474 -1.0505

29
Properties=species:S:1:pos:R:3:forces:R:3 method="wB97M-V/def2-TZVPD" orbital_gap_ev=8.61 homo_ev=-16.74 total_charge=+2 largest_force_ev_per_a=0.5 energy_ev=-24610.92333 lumo_energy_ha=-0.299
Be -0.170918 -0.797516 -0.202816 0.1784 -0.0656 0.2740
O -3.661118 -2.139085 0.265787 0.1228 0.0023 -0.0466
C -2.483427 -1.618992 0.308432 -0.0388 0.0165 0.0239
O -1.539496 -1.885437 -0.444507 -0.0625 0.0493 0.0537
C -2.207492 -0.629610 1.402289 0.0802 -0.0618 -0.1861
C -2.952823 -0.234386 2.491661 -0.1025 -0.0164 0.1139
C -2.306484 0.565876 3.433500 -0.0295 0.0163 0.0674
C -0.956173 0.891188 3.293203 -0.0343 0.0168 0.1617
C -0.300404 0.444761 2.163991 0.1352 -0.0853 -0.0701
N -0.952726 -0.242351 1.241480 0.0787 0.0639 -0.0652
C 1.163472 0.436654 1.771930 -0.0011 0.2227 -0.0584
O 2.074861 1.108787 2.408224 -0.0892 -0.0835 0.0112
O 1.449767 -0.246546 0.799677 -0.0688 -0.1444 -0.0394
H -3.739076 -2.806301 -0.441634 -0.0519 -0.0361 -0.0288
H -3.977620 -0.558557 2.623416 0.0500 0.0324 0.0015
H -2.843765 0.895388 4.314398 0.0126 0.0001 -0.0398
H -0.448866 1.440015 4.076232 -0.0240 0.0148 -0.0122
H 1.742470 1.635519 3.149867 0.0170 0.0336 0.0364
C 3.384608 0.564047 -3.161715 -0.0559 -0.0194 0.0735
N 2.371295 0.139946 -2.193380 0.0358 0.0780 -0.1255
C 1.077551 0.071851 -2.450522 0.2713 -0.0816 0.0760
N 0.596188 0.411703 -3.637518 0.0089 0.0409 -0.0599
O 0.255799 -0.341154 -1.556885 -0.4475 0.0164 -0.2223
H 4.340607 0.608160 -2.651715 0.0227 -0.0067 -0.0003
H 3.159843 1.559480 -3.544441 -0.0060 0.0064 0.0108
H 3.463097 -0.148181 -3.982372 -0.0133 -0.0151 -0.0125
H 2.655694 -0.143690 -1.270453 0.0346 0.0004 0.0619
H 1.193820 0.705524 -4.391617 -0.0039 0.0076 -0.0036
H -0.388684 0.312906 -3.814513 -0.0190 -0.0028 0.0049

25
Properties=species:S:1:pos:R:3:forces:R:3 method="wB97M-V/def2-TZVPD" orbital_gap_ev="7.50 / 7.50" homo_ev="-11.66 / -11.66" total_charge=+1 largest_force_ev_per_a=5.5 energy_ev=-163400.49844 de_lowest_kcal_mol=0.00 lumo_energy_ha="-0.153 / -0.153"
C 3.208567 -0.507561 -0.463757 -3.8143 0.0367 -0.2452
C 2.354402 -0.183292 0.543441 4.5595 0.6274 1.7319
C -1.543710 0.143964 -0.833207 0.1858 -2.5312 3.8829
C 0.847524 -0.340780 -1.043120 -1.6761 0.0433 0.8902
C -2.723092 0.718031 -0.827312 -0.5960 -0.3040 0.3283
C 0.062734 -0.526125 1.344908 -0.1003 1.0507 0.7984
C -1.025686 -1.378412 0.979481 -1.2790 0.0819 -5.3771
C 2.931033 0.313813 1.869390 1.7649 -0.4729 1.7791
C -3.355470 1.664891 -1.816827 0.2156 -0.2558 0.4445
N 1.027653 -0.190098 0.271754 0.8592 -1.0750 0.0288
N -0.382402 -0.083485 -1.490055 -0.2514 -0.2937 -4.9769
S 2.242112 -0.822565 -1.900333 -0.2568 0.4454 -0.2001
Br -4.056744 0.141927 0.547142 1.0260 0.4385 -0.8296
Br -0.636136 -3.019553 -0.032093 0.1206 1.0769 0.8228
H 4.224865 -0.466787 -0.641712 1.8858 0.0792 0.4080
H -0.277190 0.487669 1.580488 -0.4723 -0.5563 1.1350
H 0.469435 -1.115631 2.176693 1.3148 0.8966 -0.0405
H -1.940415 -1.562892 1.469006 -0.6337 0.5257 0.8586
H 3.489931 -0.505960 2.486364 -1.1283 1.1229 -1.3515
H 2.246192 0.751166 2.593241 -0.5965 -0.2273 -0.3082
H 3.716730 1.142086 1.818698 -1.0092 -1.1637 -0.7820
H -4.332865 1.168083 -2.078284 0.9986 0.9825 -0.1903
H -3.485117 2.683217 -1.373877 -0.1780 -0.9140 -0.3554
H -2.624011 1.731941 -2.636610 -0.6998 0.1495 -0.1607
H -0.438333 -0.243637 -2.543418 -0.2394 0.2369 1.7091